No. 1
{"formula": "CH12O5", "method": "ωB97M-V with the def2-TZVPD basis set", "species": ["C", "O", "H", "H", "H", "H", "H", "H", "O", "H", "H", "O", "H", "H", "O", "H", "H", "O"], "positions_angstrom": [[-2.01522, -2.12864, -1.21970], [-1.11783, -1.14827, -0.69919], [-2.12863, -2.93994, -0.50431], [-1.63227, -2.50878, -2.16542], [-2.97910, -1.65964, -1.39843], [-0.77330, -1.46579, 0.11583], [2.63700, 1.40584, -0.56992], [1.93392, 0.13288, -0.79987], [2.83315, 0.46168, -0.59779], [-2.04564, 1.95650, 2.00159], [-0.89062, 2.64800, 1.25478], [-1.11838, 2.20433, 2.06551], [-0.18761, 2.31879, -1.43858], [-0.54249, 0.94560, -0.83675], [-0.00853, 1.74452, -0.68549], [1.34366, -1.36358, 1.97709], [2.22554, -1.51275, 0.77168], [1.32382, -1.43565, 1.01740]], "nbo_charge": [-0.24, -0.76, 0.17, 0.17, 0.17, 0.49, 0.47, 0.48, -0.96, 0.46, 0.48, -0.95, 0.47, 0.50, -0.97, 0.48, 0.48, -0.96], "e_lumo_ha": 0.0214, "smiles": "CO.O.O.O.O", "fmax_ev_per_a": 1.6, "energy_ha": -421.47386, "orbital_gap_ha": 0.4124}

=====

No. 2
{"formula": "CH12O5", "method": "ωB97M-V with the def2-TZVPD basis set", "species": ["C", "O", "H", "H", "H", "H", "H", "H", "O", "H", "H", "O", "H", "H", "O", "H", "H", "O"], "positions_angstrom": [[5.16387, 0.34607, 0.75919], [5.88901, 0.84637, -0.32471], [5.89889, 0.09763, 1.56542], [4.55279, -0.51525, 0.42880], [4.63871, 1.16429, 1.24846], [6.62900, 0.21317, -0.56591], [-3.30025, 5.64946, -0.48387], [-3.81170, 5.49881, -1.84904], [-3.55650, 6.20639, -1.24309], [-0.20453, -3.77946, -1.19375], [1.01036, -4.10316, -1.95414], [0.73886, -3.57295, -1.18935], [-1.24567, -0.90506, 1.30064], [-0.31477, -2.04458, 1.80266], [-1.23226, -1.79683, 1.65907], [-7.40491, -1.40026, -0.58265], [-6.80648, -0.60871, 0.63386], [-6.64441, -1.29595, -0.01157]], "nbo_charge": [-0.33, -0.11, 0.31, 0.33, 0.26, 0.54, 0.46, 0.46, -0.92, 0.48, 0.47, -0.94, 0.47, 0.47, -0.94, 0.47, 0.47, -0.95], "s2": 0.754, "e_lumo_ha": [-0.1754, -0.4132], "fmax_ev_per_a": 1.9, "energy_ha": -421.04674, "spin_multiplicity": 2, "charge": 1, "orbital_gap_ha": [0.2949, 0.0572]}

=====

No. 3
{"formula": "CH13O10V", "method": "ωB97M-V with the def2-TZVPD basis set", "species": ["O", "V", "C", "O", "O", "O", "H", "O", "H", "H", "O", "H", "H", "O", "H", "H", "O", "H", "H", "O", "H", "H", "O", "H", "H"], "positions_angstrom": [[22.88000, -23.46300, -0.76700], [23.56400, -24.53500, -1.82200], [23.71300, -26.16700, 0.12500], [22.74100, -26.30300, -0.67900], [23.88300, -26.94500, 1.22200], [24.53900, -25.36600, -0.30200], [23.21100, -27.61800, 1.29200], [23.25400, -22.90000, -3.13100], [23.70400, -22.02600, -3.03800], [22.88000, -22.79900, -4.01700], [24.10300, -25.76400, -3.35100], [24.62400, -25.56600, -4.12900], [23.56000, -26.40500, -3.75600], [25.51000, -23.55400, -1.88100], [26.10600, -23.24700, -2.59000], [25.93800, -23.15400, -1.12500], [23.78200, -22.21900, 1.01100], [23.27600, -22.62800, 0.29600], [24.07800, -22.90400, 1.55100], [20.84100, -24.17000, 0.55700], [21.54800, -23.66600, 0.15500], [20.37800, -24.66000, -0.11300], [21.49600, -24.72600, -2.45400], [20.88600, -24.02500, -2.33200], [21.00900, -25.47100, -2.80200]], "nbo_charge": [-0.54, 1.41, 1.02, -0.70, -0.64, -0.63, 0.52, -0.90, 0.53, 0.51, -0.87, 0.52, 0.52, -0.89, 0.51, 0.54, -0.95, 0.45, 0.46, -0.94, 0.47, 0.45, -0.90, 0.52, 0.51], "s2": 0.794, "e_lumo_ha": [-0.1768, -0.1510], "fmax_ev_per_a": 7.2, "energy_ha": -1742.09616, "spin_multiplicity": 2, "charge": 1, "orbital_gap_ha": [0.3075, 0.3365]}

=====

No. 4
{"formula": "CH13O5S", "method": "ωB97M-V with the def2-TZVPD basis set", "species": ["C", "S", "H", "H", "H", "H", "H", "O", "H", "H", "O", "H", "H", "O", "H", "H", "O", "H", "H", "O"], "positions_angstrom": [[1.88455, -0.88570, 1.43655], [0.58377, 0.22722, 0.75125], [1.35955, -1.66220, 2.23446], [2.52045, -0.16824, 1.96495], [2.47602, -1.47438, 0.71660], [0.66557, -1.06329, -2.32047], [1.85946, -0.62394, -2.03659], [1.33563, -0.52092, -2.72602], [-1.33623, 1.59399, -0.11570], [-1.67237, 3.07232, -0.32364], [-2.07931, 2.27931, -0.04262], [2.56770, 2.30727, 1.70833], [1.32208, 2.05320, 2.55215], [2.05616, 2.68560, 2.40393], [-3.39933, -0.37705, -1.12509], [-4.77369, -0.60110, -1.83716], [-3.87455, -0.47813, -1.90972], [-0.79230, -2.57611, 0.03164], [-0.11318, -1.49582, -0.53815], [-0.58997, -2.29204, -0.82468]], "nbo_charge": [-0.73, -0.74, 0.17, 0.19, 0.18, 0.47, 0.45, -0.93, 0.50, 0.46, -0.96, 0.47, 0.49, -0.97, 0.49, 0.46, -0.95, 0.46, 0.48, -0.99], "e_lumo_ha": 0.1269, "fmax_ev_per_a": 7.0, "energy_ha": -820.29199, "charge": -1, "orbital_gap_ha": 0.2625}

=====

No. 5
{"formula": "CH14N2O4", "method": "ωB97M-V with the def2-TZVPD basis set", "species": ["N", "C", "N", "H", "H", "H", "H", "H", "H", "H", "H", "O", "H", "H", "O", "H", "H", "O", "H", "H", "O"], "positions_angstrom": [[1.48975, 0.37422, -1.02237], [0.37341, 0.37228, -1.97358], [-0.21736, -1.01687, -2.07098], [1.28926, -0.40675, -0.33958], [1.45021, 1.19298, -0.36700], [0.77906, 0.75555, -2.97188], [-0.41043, 1.06089, -1.65850], [-0.01029, -1.54313, -1.20747], [0.41560, -1.47658, -2.73001], [-0.92660, 3.49973, -0.10020], [-1.94467, 0.11721, -0.15388], [-0.77169, 2.51827, -0.09254], [-1.95684, 0.48178, 0.57554], [1.01944, -2.76926, 0.77994], [0.36419, -2.00905, 0.58429], [-0.15347, -1.49772, 1.93173], [-1.32116, -1.95696, 2.80787], [-0.59646, -1.38480, 2.83833], [0.11287, 1.79587, 1.14310], [0.30995, 0.75742, 2.38186], [0.70524, 1.13492, 1.64533]], "nbo_charge": [-0.54, -0.12, -0.69, 0.43, 0.43, 0.25, 0.32, 0.42, 0.36, 0.45, -0.04, -0.80, 0.03, 0.45, -0.94, 0.50, 0.46, -1.02, 0.50, 0.50, -0.95], "e_lumo_ha": -0.2180, "fmax_ev_per_a": 4.2, "energy_ha": -456.59514, "orbital_gap_ha": 0.1389}

=====

No. 6
{"formula": "CH14N2O4", "method": "ωB97M-V with the def2-TZVPD basis set", "species": ["N", "C", "N", "H", "H", "H", "H", "H", "H", "H", "H", "O", "H", "H", "O", "H", "H", "O", "H", "H", "O"], "positions_angstrom": [[-2.20934, 1.42341, -0.84227], [-0.91961, 1.98260, -0.48872], [0.15319, 0.98998, -0.58892], [-2.43961, 1.46067, -1.81186], [-2.52371, 0.59027, -0.37317], [-0.84103, 2.90413, -1.04913], [-0.99165, 2.23649, 0.56883], [-0.27868, 0.09748, -0.57833], [0.83110, 1.07420, -1.33055], [2.05680, -1.78534, 1.71879], [1.98599, -0.32372, 1.22874], [2.36625, -1.20510, 1.01844], [0.49010, 0.93511, 2.49304], [1.16734, 1.46268, 1.27492], [1.37922, 1.09536, 2.15168], [1.57725, -1.43384, -0.41808], [1.22207, -2.59951, -1.36690], [0.87865, -1.76101, -1.04895], [-1.22548, -1.41294, -0.84503], [-2.08240, -2.58847, -0.81332], [-2.00753, -1.73474, -0.36572]], "nbo_charge": [-0.87, -0.06, -0.90, 0.36, 0.39, 0.19, 0.15, 0.37, 0.38, 0.48, 0.51, -0.97, 0.47, 0.50, -0.96, 0.51, 0.47, -1.02, 0.48, 0.47, -0.95], "e_lumo_ha": 0.0243, "smiles": "NCN.O.O.O.O", "fmax_ev_per_a": 1.8, "energy_ha": -456.95427, "orbital_gap_ha": 0.3538}

=====

No. 7
{"formula": "CH14Na5O10", "method": "ωB97M-V with the def2-TZVPD basis set", "species": ["Na", "Na", "Na", "Na", "Na", "C", "O", "O", "O", "O", "H", "H", "O", "H", "H", "O", "H", "H", "O", "H", "H", "O", "H", "H", "O", "H", "H", "O", "H", "H"], "positions_angstrom": [[-2.09939, 2.45138, -2.39460], [1.90926, -2.37653, -0.26263], [1.75737, 1.73409, -2.66324], [-0.48919, -0.48196, -3.56659], [-0.56890, -3.57557, -2.34158], [-0.09202, -0.23662, -0.71069], [0.74070, -0.19419, 0.22629], [-0.27450, 0.84036, -1.49268], [-0.77740, -1.31440, -1.03353], [-3.42721, -0.47003, -1.65340], [-3.71036, 0.20205, -1.01589], [-2.52475, -0.71050, -1.39117], [-1.58243, -3.21875, 1.07055], [-0.75000, -3.25635, 1.55623], [-1.48679, -2.53074, 0.40116], [-0.74451, -0.23042, 2.88865], [-0.49664, -0.32344, 1.96498], [0.00923, 0.15879, 3.34668], [2.90176, -1.72283, 1.83448], [3.80682, -1.58334, 2.14864], [2.40197, -0.97502, 2.19029], [-2.22918, 2.10567, 0.80344], [-1.94074, 2.22451, 1.72087], [-1.45418, 1.72658, 0.37588], [3.18195, 1.05506, -0.67799], [3.69086, 0.30861, -0.33808], [2.32411, 0.94622, -0.21900], [0.83586, 3.31962, 0.02370], [0.60591, 2.38334, -0.02682], [0.48244, 3.74442, -0.76395]], "nbo_charge": [0.99, 0.97, 0.98, 0.97, 0.99, 0.95, -0.80, -1.08, -0.99, -0.97, 0.49, 0.47, -0.93, 0.47, 0.46, -0.93, 0.45, 0.47, -1.01, 0.52, 0.50, -0.95, 0.51, 0.44, -0.98, 0.49, 0.49, -0.90, 0.46, 0.45], "e_lumo_ha": -0.4466, "fmax_ev_per_a": 1.7, "energy_ha": -1609.62093, "charge": 3, "orbital_gap_ha": 0.2334}

=====

No. 8
{"formula": "CH14O5", "method": "ωB97M-V with the def2-TZVPD basis set", "species": ["C", "H", "H", "H", "H", "H", "H", "O", "H", "H", "O", "H", "H", "O", "H", "H", "O", "H", "H", "O"], "positions_angstrom": [[1.80817, 0.91932, 1.70958], [1.37590, 0.13117, 2.32853], [2.85767, 0.59848, 1.58410], [1.92686, 1.85986, 2.26685], [1.31212, 1.01822, 0.76327], [-0.08662, -1.62256, -1.82876], [1.35565, -2.21748, -1.61609], [0.86951, -1.49235, -1.96751], [-0.15951, 1.45190, 0.55082], [-1.15327, 1.44842, -0.67070], [-1.02262, 1.17535, 0.23940], [-2.45890, -1.77917, -0.27725], [-1.02507, -1.76898, 0.08779], [-1.65176, -2.28343, -0.40540], [0.24302, 0.61197, -2.88741], [0.82018, 2.14400, -2.90462], [0.33205, 1.44866, -2.43698], [-1.50122, -0.86334, 2.48804], [-1.71236, -0.05460, 1.19634], [-2.12980, -0.72543, 1.78000]], "nbo_charge": [-0.85, 0.22, 0.23, 0.22, 0.19, 0.50, 0.48, -0.98, 0.49, 0.51, -0.97, 0.48, 0.47, -0.95, 0.50, 0.49, -0.99, 0.46, 0.49, -0.98], "e_lumo_ha": 0.0175, "smiles": "C.O.O.O.O.O", "fmax_ev_per_a": 2.0, "energy_ha": -422.67412, "orbital_gap_ha": 0.4135}

=====

ΔE to the lowest compared entry with this formula, charge and spin, respectively: 13.8; 37.6; 1.9; 49.2; 241.3; 16.0; 30.7; 19.6 kcal/mol.